No. 1
{
  "formula": "C39H38BeFGe2N11O4",
  "method": "ωB97M-V/def2-TZVPD",
  "homo_ev": [-8.9053, -11.1486],
  "charge": 1,
  "multiplicity": 2,
  "species": ["Be", "N", "C", "N", "C", "N", "N", "C", "N", "C", "C", "C", "C", "C", "N", "H", "H", "H", "H", "H", "H", "H", "H", "N", "C", "C", "C", "C", "C", "C", "C", "N", "C", "C", "N", "C", "H", "H", "H", "H", "H", "H", "H", "C", "Ge", "C", "C", "Ge", "C", "C", "C", "C", "C", "C", "C", "C", "C", "C", "C", "C", "H", "H", "H", "H", "H", "H", "H", "H", "H", "H", "H", "H", "H", "H", "H", "H", "H", "H", "H", "F", "C", "C", "N", "C", "C", "O", "O", "C", "O", "N", "C", "O", "H", "H", "H", "H"],
  "xyz": [[-0.080, -0.766, 0.610], [1.249, 0.584, -2.024], [-0.060, 0.281, -2.004], [-0.713, 0.211, -3.133], [-2.050, -0.022, -3.048], [-2.738, 0.022, -4.195], [-2.685, -0.329, -1.932], [-1.968, -0.309, -0.807], [-0.640, 0.148, -0.762], [-2.485, -0.696, 0.438], [-3.832, -1.035, 0.682], [-4.232, -1.323, 1.956], [-3.283, -1.261, 2.997], [-1.977, -0.973, 2.688], [-1.554, -0.712, 1.447], [1.663, 0.626, -2.942], [1.839, 0.187, -1.292], [-2.256, 0.223, -5.053], [-3.714, -0.215, -4.193], [-4.508, -1.053, -0.156], [-5.252, -1.600, 2.171], [-3.574, -1.461, 4.016], [-1.211, -0.956, 3.449], [2.568, -7.962, -6.470], [2.222, -7.305, -5.598], [1.800, -6.506, -4.508], [1.440, -7.113, -3.307], [1.029, -6.341, -2.240], [0.963, -4.954, -2.357], [1.327, -4.348, -3.559], [1.745, -5.117, -4.626], [0.518, -4.176, -1.268], [0.006, -4.641, -0.084], [-0.303, -3.551, 0.664], [0.008, -2.426, -0.038], [0.499, -2.835, -1.188], [1.483, -8.187, -3.214], [0.763, -6.832, -1.319], [1.281, -3.277, -3.676], [2.028, -4.648, -5.556], [-0.108, -5.678, 0.146], [-0.725, -3.494, 1.645], [0.862, -2.173, -1.944], [0.816, 1.959, 3.223], [1.140, 2.869, 1.486], [0.969, 4.835, 1.785], [2.889, 2.489, 0.620], [-0.808, 2.376, -0.065], [-0.778, 3.261, -1.861], [-1.815, 3.206, -2.786], [-1.713, 3.867, -3.999], [-0.580, 4.606, -4.299], [0.457, 4.672, -3.383], [0.357, 4.001, -2.178], [-2.646, 2.476, 0.747], [-2.743, 3.004, 2.033], [-3.967, 3.107, 2.669], [-5.116, 2.674, 2.029], [-5.037, 2.164, 0.745], [-3.813, 2.072, 0.106], [1.453, 2.406, 3.981], [1.037, 0.902, 3.151], [-0.217, 2.069, 3.540], [1.683, 5.127, 2.552], [-0.024, 5.108, 2.134], [1.179, 5.407, 0.886], [3.678, 2.988, 1.178], [2.917, 2.860, -0.400], [3.111, 1.428, 0.602], [-2.717, 2.657, -2.556], [-2.525, 3.814, -4.710], [-0.512, 5.139, -5.236], [1.342, 5.248, -3.605], [1.162, 4.069, -1.454], [-1.851, 3.363, 2.533], [-4.024, 3.525, 3.663], [-6.071, 2.744, 2.527], [-5.933, 1.838, 0.238], [-3.772, 1.668, -0.895], [2.149, -0.029, 6.324], [2.899, 0.116, 5.222], [2.824, -0.802, 4.240], [3.548, -0.689, 3.092], [3.363, -1.604, 1.991], [2.366, -1.056, 0.947], [2.633, -1.122, -0.239], [1.274, -0.577, 1.411], [4.420, 0.372, 2.887], [5.079, 0.484, 1.884], [4.460, 1.284, 3.911], [3.730, 1.311, 5.102], [3.806, 2.234, 5.869], [2.184, -1.668, 4.334], [2.979, -2.555, 2.366], [4.319, -1.767, 1.491], [5.097, 2.061, 3.758]]
}



No. 2
{
  "formula": "C36H54N18",
  "method": "ωB97M-V/def2-TZVPD",
  "homo_ev": -10.7971,
  "species": ["C", "C", "N", "H", "H", "H", "C", "C", "N", "H", "H", "H", "C", "C", "N", "H", "H", "H", "C", "C", "N", "H", "H", "H", "C", "C", "N", "H", "H", "H", "C", "C", "N", "H", "H", "H", "C", "C", "N", "H", "H", "H", "C", "C", "N", "H", "H", "H", "C", "C", "N", "H", "H", "H", "C", "C", "N", "H", "H", "H", "C", "C", "N", "H", "H", "H", "C", "C", "N", "H", "H", "H", "C", "C", "N", "H", "H", "H", "C", "C", "N", "H", "H", "H", "C", "C", "N", "H", "H", "H", "C", "C", "N", "H", "H", "H", "C", "C", "N", "H", "H", "H", "C", "C", "N", "H", "H", "H"],
  "xyz": [[2.623, 1.464, 1.353], [3.713, 1.669, 0.375], [4.580, 1.974, -0.288], [1.699, 1.759, 0.895], [2.767, 2.186, 2.165], [2.525, 0.465, 1.757], [4.208, -4.268, -4.756], [5.368, -4.065, -3.835], [6.299, -3.936, -3.203], [3.506, -4.706, -4.010], [4.416, -5.019, -5.589], [3.915, -3.242, -5.224], [-4.578, 0.692, 2.081], [-4.407, -0.440, 1.175], [-4.285, -1.297, 0.427], [-4.345, 0.318, 3.117], [-5.586, 1.054, 2.138], [-3.845, 1.513, 1.857], [-5.173, 6.632, -0.335], [-5.253, 5.933, 1.002], [-5.264, 5.356, 2.007], [-6.162, 6.797, -0.751], [-4.551, 5.981, -1.052], [-4.664, 7.587, -0.204], [0.572, -1.812, -6.745], [0.417, -0.474, -5.995], [0.419, 0.599, -5.562], [0.624, -2.489, -5.967], [1.465, -1.602, -7.368], [-0.348, -2.002, -7.379], [-4.997, -3.686, 2.636], [-4.711, -2.751, 3.714], [-4.397, -2.190, 4.668], [-5.950, -3.387, 2.166], [-5.070, -4.697, 3.086], [-4.191, -3.755, 1.955], [2.450, 0.542, -2.719], [2.882, -0.900, -2.857], [3.227, -1.988, -3.074], [2.047, 0.608, -1.704], [1.665, 0.943, -3.360], [3.380, 1.177, -2.807], [-2.683, -0.104, -3.763], [-3.560, -1.236, -3.334], [-4.211, -2.105, -2.976], [-1.804, -0.473, -4.370], [-2.288, 0.273, -2.821], [-3.254, 0.645, -4.310], [0.878, -4.381, 6.087], [0.798, -3.568, 4.909], [0.784, -2.845, 4.042], [0.413, -3.756, 6.809], [1.918, -4.336, 6.412], [0.453, -5.372, 6.012], [2.377, 1.650, 4.995], [1.407, 2.407, 4.196], [0.637, 2.897, 3.459], [2.748, 0.827, 4.442], [1.839, 1.321, 5.871], [3.200, 2.345, 5.285], [-0.309, 4.084, -4.523], [-1.250, 4.387, -3.382], [-2.136, 4.726, -2.762], [0.357, 4.881, -4.586], [-0.952, 4.189, -5.426], [0.179, 3.134, -4.318], [-2.070, -3.628, -1.185], [-1.092, -3.169, -2.159], [-0.433, -2.774, -3.025], [-2.624, -4.525, -1.588], [-2.832, -2.833, -1.145], [-1.658, -3.841, -0.242], [-1.579, 3.648, 0.865], [-1.646, 2.277, 0.402], [-1.776, 1.214, -0.029], [-1.526, 4.271, -0.022], [-0.794, 3.841, 1.652], [-2.491, 3.858, 1.351], [4.649, 4.870, -1.804], [3.473, 4.236, -2.379], [2.515, 3.858, -2.868], [4.828, 4.338, -0.867], [4.450, 5.895, -1.575], [5.509, 4.670, -2.404], [1.772, -4.213, 0.668], [0.466, -4.627, 1.178], [-0.515, -4.985, 1.648], [2.446, -3.831, 1.456], [1.653, -3.313, 0.065], [2.330, -4.947, -0.012], [5.659, -1.539, -0.719], [4.742, -1.544, 0.351], [3.957, -1.577, 1.205], [6.600, -2.032, -0.518], [5.975, -0.513, -0.877], [5.325, -1.886, -1.677], [-0.985, -1.582, 1.227], [-1.285, -0.712, 2.330], [-1.663, 0.083, 3.096], [-1.577, -2.479, 1.387], [0.082, -1.838, 1.191], [-1.230, -0.974, 0.309], [-2.261, 1.952, 5.661], [-1.115, 1.277, 6.238], [-0.152, 0.765, 6.643], [-2.216, 1.588, 4.637], [-2.295, 3.024, 5.566], [-3.144, 1.566, 6.232]]
}



No. 3
{
  "formula": "C3H8N3",
  "method": "ωB97M-V/def2-TZVPD",
  "smiles": "[H]/N=C/C(N)=[NH+]/C",
  "homo_ev": -15.6293,
  "charge": 1,
  "species": ["H", "N", "C", "C", "N", "N", "C", "H", "H", "H", "H", "H", "H", "H"],
  "xyz": [[-3.540, -0.599, -0.150], [-2.653, -0.040, -0.079], [-1.671, -0.721, 0.242], [-0.341, 0.044, 0.134], [-0.358, 1.279, -0.271], [0.743, -0.620, 0.307], [1.981, 0.020, 0.057], [-1.434, -1.577, 0.801], [0.459, 1.738, -0.590], [-1.235, 1.401, -0.832], [0.756, -1.570, 0.481], [2.056, 0.939, 0.612], [2.968, -0.534, 0.277], [2.268, 0.240, -0.988]]
}



No. 4
{
  "formula": "C6H10O2",
  "method": "ωB97M-V/def2-TZVPD",
  "homo_ev": -9.5540,
  "species": ["C", "C", "C", "C", "C", "C", "H", "H", "H", "H", "H", "H", "H", "H", "H", "H", "O", "O"],
  "xyz": [[1.848, 0.409, 0.251], [1.207, -0.114, -1.147], [-0.112, -0.874, -0.945], [-1.420, 0.185, -1.052], [-0.485, 0.211, 0.770], [0.737, 0.366, 1.595], [2.237, 1.541, -0.040], [2.850, -0.318, 0.562], [2.124, -0.670, -1.609], [1.205, 0.925, -1.722], [-0.102, -1.748, -1.528], [-2.519, 0.219, -1.750], [-1.191, 1.331, -1.488], [0.005, 0.759, -0.120], [1.298, -0.173, 2.440], [0.806, 1.511, 1.705], [-1.813, 0.554, 0.371], [-0.358, -1.113, 0.469]]
}



No. 5
{
  "formula": "C20H26N2O6",
  "method": "ωB97M-V/def2-TZVPD",
  "smiles": "CCCOc1ccc(N2C(=O)C[C@@H](N(CCC)C(=O)CCC(=O)O)C2=O)cc1",
  "homo_ev": -8.0968,
  "species": ["C", "C", "C", "O", "C", "C", "C", "C", "N", "C", "O", "C", "C", "N", "C", "C", "C", "C", "O", "C", "C", "C", "O", "O", "C", "O", "C", "C", "H", "H", "H", "H", "H", "H", "H", "H", "H", "H", "H", "H", "H", "H", "H", "H", "H", "H", "H", "H", "H", "H", "H", "H", "H", "H"],
  "xyz": [[7.787, 0.609, 1.567], [7.446, -0.420, 0.497], [6.177, -0.042, -0.262], [5.091, -0.124, 0.638], [3.841, 0.155, 0.192], [3.524, 0.550, -1.104], [2.209, 0.811, -1.448], [1.202, 0.673, -0.507], [-0.144, 0.931, -0.878], [-0.725, 0.398, -2.001], [-0.214, -0.375, -2.771], [-2.128, 0.974, -2.112], [-2.432, 1.517, -0.715], [-3.348, 0.626, -0.018], [-4.758, 0.925, -0.122], [-5.180, 2.027, 0.859], [-4.973, 1.612, 2.310], [-2.794, -0.411, 0.643], [-1.596, -0.418, 0.878], [-3.660, -1.606, 0.995], [-2.742, -2.814, 1.183], [-1.738, -2.962, 0.055], [-0.703, -3.557, 0.151], [-2.144, -2.397, -1.093], [-1.048, 1.574, -0.035], [-0.771, 2.232, 0.929], [1.506, 0.274, 0.789], [2.815, 0.024, 1.132], [6.954, 0.714, 2.257], [7.988, 1.578, 1.116], [8.667, 0.299, 2.126], [8.265, -0.507, -0.218], [7.289, -1.394, 0.962], [6.022, -0.732, -1.103], [6.267, 0.980, -0.657], [4.289, 0.658, -1.857], [1.970, 1.112, -2.456], [-2.115, 1.761, -2.867], [-2.828, 0.201, -2.429], [-2.857, 2.524, -0.720], [-5.338, 0.026, 0.083], [-4.971, 1.242, -1.148], [-4.604, 2.933, 0.663], [-6.232, 2.254, 0.683], [-3.926, 1.380, 2.493], [-5.262, 2.420, 2.976], [-5.576, 0.738, 2.550], [-4.222, -1.418, 1.910], [-4.357, -1.801, 0.179], [-3.328, -3.734, 1.237], [-2.164, -2.724, 2.103], [-1.440, -2.458, -1.761], [0.713, 0.154, 1.507], [3.075, -0.289, 2.131]]
}



Energy above the lowest of the compared OMol25 structures with the same formula, charge and spin per entry: 0.796 1.323 1.757 8.886 0.217 eV